Entry from the OMol25 dataset: a 22-piece molecular cluster, C87H178N17O2 overall in a non-equilibrium geometry (ωB97M-V/def2-TZVPD).

Orbital gap ... 1.009 eV
Total charge ... +9
Total energy ... -4497.439627 a.u.

Each atom is followed by the atoms it is bonded to, with distances in Å.
CARTESIAN COORDINATES (ANGSTROEM)
1 O -24.79471 12.31440 16.05676  C2 1.218
2 C -24.26497 13.37875 16.32271  O1 1.218, H5 1.074, H6 1.077
3 C -22.05171 10.79711 13.59289  O4 1.284, H7 1.041, H8 1.131
4 O -21.74989 11.86959 14.23105  C3 1.284, H154 0.918
5 H -24.12872 13.64805 17.35299  C2 1.074
6 H -24.01658 14.11005 15.57141  C2 1.077
7 H -21.70079 10.73441 12.61493  C3 1.041
8 H -22.75955 10.14812 14.19039  C3 1.131
9 C -28.04079 8.93626 16.43210  C10 1.525, H18 1.096, H19 1.050, H20 1.098
10 C -27.65515 9.18269 17.88733  C9 1.525, C11 1.540, H21 1.075, H22 1.085
11 C -26.16977 9.58838 17.84175  C10 1.540, N12 1.497, H23 1.097, H24 1.108
12 N -25.58323 9.98148 19.16131  C11 1.497, C13 1.470, C14 1.498, C17 1.572
13 C -25.63744 8.87390 20.12597  N12 1.470, H25 1.118, H26 1.089, H27 1.055
14 C -26.18887 11.18255 19.82089  N12 1.498, C15 1.513, H28 1.124, H29 1.047
15 C -25.06289 11.77642 20.63799  C14 1.513, C16 1.596, H30 1.076, H31 1.061
16 C -23.67029 11.30847 20.01357  C15 1.596, C17 1.567, H32 1.078, H33 1.095
17 C -24.09994 10.38073 18.82617  N12 1.572, C16 1.567, H34 1.087, H35 1.077
18 H -29.12377 8.76845 16.40810  C9 1.096
19 H -27.66438 8.13357 15.86951  C9 1.050
20 H -27.83106 9.79662 15.78338  C9 1.098
21 H -27.94747 8.38123 18.54215  C10 1.075
22 H -28.24228 10.04949 18.17303  C10 1.085
23 H -26.15748 10.44829 17.16060  C11 1.097
24 H -25.56661 8.72260 17.50246  C11 1.108
25 H -25.03119 9.25545 20.98472  C13 1.118
26 H -25.21608 7.92979 19.78507  C13 1.089
27 H -26.62405 8.68590 20.44848  C13 1.055
28 H -27.03475 10.82810 20.47031  C14 1.124
29 H -26.58143 11.83106 19.09917  C14 1.047
30 H -25.23687 11.50973 21.66548  C15 1.076
31 H -25.05799 12.83519 20.70204  C15 1.061
32 H -23.07675 10.71653 20.69161  C16 1.078
33 H -23.06760 12.17328 19.71785  C16 1.095
34 H -23.53233 9.46285 18.69590  C17 1.087
35 H -24.11574 10.89786 17.88176  C17 1.077
36 C -38.38322 25.54401 20.13171  C37 1.243, H45 1.096
37 C -37.16321 25.61567 20.35850  C36 1.243, C38 1.544
38 C -35.88288 25.94221 21.15812  C37 1.544, N39 1.458, H50 1.083, H51 1.047
39 N -34.58714 25.79979 20.50558  C38 1.458, C40 1.490, C41 1.522, C44 1.551
40 C -33.94929 27.04079 19.98170  N39 1.490, H52 1.132, H53 1.059, H54 1.103
41 C -34.62153 24.59129 19.58082  N39 1.522, C42 1.573, H55 1.164, H56 1.053
42 C -33.08838 24.26300 19.45295  C41 1.573, C43 1.405, H57 1.110, H58 1.198
43 C -32.46611 24.69887 20.63534  C42 1.405, C44 1.459, H60 1.085
44 C -33.53331 25.21900 21.48398  N39 1.551, C43 1.459, H61 1.188, H62 1.141
45 H -39.36712 25.12180 19.89523  C36 1.096
46 H -34.70655 18.61054 22.19335  no bonds
47 H -38.25354 14.77086 13.74868  no bonds
48 H -31.80339 21.41762 12.42842  no bonds
49 H -41.69918 7.38701 10.45492  no bonds
50 H -35.92615 25.58994 22.18097  C38 1.083
51 H -36.09591 26.95607 21.31043  C38 1.047
52 H -33.10225 26.83281 19.26022  C40 1.132
53 H -33.61459 27.59030 20.82279  C40 1.059
54 H -34.70803 27.59522 19.40362  C40 1.103
55 H -35.13760 24.62165 18.53793  C41 1.164
56 H -35.15298 23.89614 20.16634  C41 1.053
57 H -32.54124 24.38762 18.49478  C42 1.110
58 H -32.85720 23.16269 19.86796  C42 1.198
59 H -21.10945 35.26978 8.87073  no bonds
60 H -31.43963 24.54171 20.95139  C43 1.085
61 H -33.07048 26.12323 22.09982  C44 1.188
62 H -34.06447 24.44891 22.13778  C44 1.141
63 C -16.39592 7.99155 10.64862  C64 1.491, H71 1.096, H72 1.129, H73 1.065
64 C -16.01489 6.73524 9.94228  C63 1.491, N65 1.478, H74 1.106, H75 1.069
65 N -16.97941 5.63529 10.15414  C64 1.478, C66 1.393, C69 1.314
66 C -16.69072 4.37914 10.68343  N65 1.393, C67 1.323, H76 1.070
67 C -17.77327 3.62221 10.61262  C66 1.323, N68 1.405, H77 1.078
68 N -18.74373 4.46583 10.04599  C67 1.405, C69 1.328, C70 1.476
69 C -18.24404 5.67044 9.79793  N65 1.314, N68 1.328, H78 1.049
70 C -20.08239 3.99701 9.63842  N68 1.476, H79 1.116, H80 1.071, H81 1.054
71 H -17.37238 8.39111 10.35219  C63 1.096
72 H -15.55291 8.68756 10.36543  C63 1.129
73 H -16.42345 7.93157 11.71137  C63 1.065
74 H -15.06822 6.32429 10.34000  C64 1.106
75 H -15.98572 6.87361 8.88295  C64 1.069
76 H -15.71148 4.08482 11.00015  C66 1.070
77 H -17.94317 2.62340 10.98060  C67 1.078
78 H -18.82259 6.40384 9.32081  C69 1.049
79 H -20.67486 3.83909 10.57045  C70 1.116
80 H -20.03224 3.12383 9.02006  C70 1.071
81 H -20.49619 4.78448 9.07278  C70 1.054
82 C -12.57998 14.47185 21.10844  C83 1.581, H90 1.081, H91 1.083, H92 1.097
83 C -12.72933 14.00376 19.60572  C82 1.581, N84 1.480, H93 1.072, H94 1.047
84 N -13.85583 13.05323 19.47750  C83 1.480, C85 1.355, C88 1.346
85 C -15.17239 13.33997 19.62519  N84 1.355, C86 1.394, H95 1.100
86 C -15.91555 12.19553 19.33978  C85 1.394, N87 1.380, H96 1.107
87 N -14.97061 11.25016 18.99473  C86 1.380, C88 1.308, C89 1.461
88 C -13.77273 11.76845 19.08396  N84 1.346, N87 1.308, H97 1.063
89 C -15.33864 9.89179 18.60130  N87 1.461, H98 1.056, H99 1.056, H100 1.130
90 H -12.67255 13.62693 21.77668  C82 1.081
91 H -13.37889 15.14873 21.38529  C82 1.083
92 H -11.62571 15.01175 21.14923  C82 1.097
93 H -11.93752 13.41735 19.18319  C83 1.072
94 H -12.89550 14.84017 18.99854  C83 1.047
95 H -15.58958 14.32451 19.88508  C85 1.100
96 H -16.95713 11.85350 19.49536  C86 1.107
97 H -12.85746 11.30107 18.81188  C88 1.063
98 H -15.66873 9.95090 17.60023  C89 1.056
99 H -16.06997 9.47776 19.24002  C89 1.056
100 H -14.43556 9.21361 18.64412  C89 1.130
101 C -21.09449 18.34274 29.54536  C102 1.531, H109 1.100, H110 1.087, H111 1.110
102 C -22.19731 17.72033 30.40603  C101 1.531, N103 1.482, H112 1.039, H113 1.095
103 N -23.48326 17.54786 29.69075  C102 1.482, C104 1.416, C107 1.342
104 C -23.94237 18.28856 28.57459  N103 1.416, C105 1.334, H114 1.083
105 C -25.03250 17.66517 28.12528  C104 1.334, N106 1.387, H115 1.061
106 N -25.31556 16.59922 28.96709  C105 1.387, C107 1.324, C108 1.448
107 C -24.33902 16.52803 29.85805  N103 1.342, N106 1.324, H116 1.058
108 C -26.46401 15.72313 28.86504  N106 1.448, H117 1.080, H118 1.046, H119 1.071
109 H -20.20107 18.57510 30.14395  C101 1.100
110 H -21.35071 19.25453 29.01106  C101 1.087
111 H -20.84368 17.64933 28.71598  C101 1.110
112 H -22.32476 18.38164 31.19692  C102 1.039
113 H -21.76778 16.76339 30.72129  C102 1.095
114 H -23.48054 19.16235 28.13160  C104 1.083
115 H -25.68274 17.88107 27.31514  C105 1.061
116 H -24.16559 15.72618 30.52639  C107 1.058
117 H -26.35747 14.94398 28.12544  C108 1.080
118 H -27.29401 16.26659 28.53211  C108 1.046
119 H -26.76434 15.38660 29.83637  C108 1.071
120 C -12.87587 18.38341 6.51236  C121 1.524, H128 1.086, H129 1.076, H130 1.081
121 C -12.01573 18.68295 7.73487  C120 1.524, N122 1.492, H131 1.074, H132 1.126
122 N -11.04396 17.55446 7.83109  C121 1.492, C123 1.356, C126 1.363
123 C -10.27338 17.11538 6.80493  N122 1.356, C124 1.393, H133 1.071
124 C -9.74241 15.88891 7.19647  C123 1.393, N125 1.340, H134 1.038
125 N -10.12371 15.71585 8.46934  C124 1.340, C126 1.313, C127 1.465
126 C -10.95172 16.65888 8.85474  N122 1.363, N125 1.313, H135 1.084
127 C -9.68033 14.54604 9.23184  N125 1.465, H136 1.123, H137 1.134, H138 1.066
128 H -12.31234 18.33603 5.58467  C120 1.086
129 H -13.56423 19.20989 6.49774  C120 1.076
130 H -13.38473 17.43908 6.64447  C120 1.081
131 H -12.63041 18.70823 8.61565  C121 1.074
132 H -11.38439 19.61002 7.63608  C121 1.126
133 H -10.19075 17.65783 5.88571  C123 1.071
134 H -9.07664 15.27356 6.69191  C124 1.038
135 H -11.52550 16.71006 9.77298  C126 1.084
136 H -10.32178 14.48809 10.15218  C127 1.123
137 H -8.56111 14.68190 9.35787  C127 1.134
138 H -9.77143 13.61660 8.71795  C127 1.066
139 C -22.10029 16.46814 8.01179  C140 1.511, H147 1.076, H148 1.089, H149 1.112
140 C -22.07551 17.87765 7.46735  C139 1.511, N141 1.525, H150 1.086, H151 1.073
141 N -22.04759 17.95032 5.94393  C140 1.525, C142 1.340, C145 1.360
142 C -22.30855 19.01711 5.17702  N141 1.340, C143 1.404, H152 1.111
143 C -21.91721 18.67425 3.87283  C142 1.404, N144 1.375, H153 1.067
144 N -21.68815 17.32133 3.95354  C143 1.375, C145 1.310, C146 1.511
145 C -21.71155 16.87338 5.18485  N141 1.360, N144 1.310
146 C -21.26143 16.47345 2.77770  N144 1.511, H155 1.072, H156 1.095, H157 1.058
147 H -23.01717 15.94409 7.80379  C139 1.076
148 H -22.02368 16.67490 9.07794  C139 1.089
149 H -21.30481 15.74011 7.74150  C139 1.112
150 H -21.22627 18.42713 7.86283  C140 1.086
151 H -22.92063 18.47818 7.74224  C140 1.073
152 H -22.65615 20.01790 5.51118  C142 1.111
153 H -21.76179 19.19355 2.95399  C143 1.067
154 H -21.23106 12.39367 13.68417  O4 0.918
155 H -20.74986 15.62609 3.18806  C146 1.072
156 H -20.56009 17.10045 2.21793  C146 1.095
157 H -22.13861 16.25434 2.22842  C146 1.058
158 C -29.96298 16.68805 12.84756  C159 1.509, H166 1.091, H167 1.089, H168 1.115
159 C -30.17181 15.19738 12.95044  C158 1.509, N160 1.483, H169 1.061, H170 1.085
160 N -29.08497 14.61663 13.77577  C159 1.483, C161 1.348, C164 1.326
161 C -28.45639 13.44757 13.54017  N160 1.348, C162 1.396, H171 1.058
162 C -27.47473 13.35234 14.52779  C161 1.396, N163 1.373, H172 1.088
163 N -27.54934 14.45407 15.34294  C162 1.373, C164 1.337, C165 1.502
164 C -28.55037 15.18782 14.84636  N160 1.326, N163 1.337, H173 1.069
165 C -26.88936 14.87216 16.62602  N163 1.502, H174 1.089, H175 1.056, H176 1.080
166 H -30.23149 17.21942 13.76157  C158 1.091
167 H -30.63962 17.01726 12.06088  C158 1.089
168 H -28.91078 16.88674 12.53553  C158 1.115
169 H -30.16142 14.65211 12.04047  C159 1.061
170 H -31.08626 14.99585 13.49894  C159 1.085
171 H -28.60357 12.72075 12.78590  C161 1.058
172 H -26.77934 12.54452 14.74369  C162 1.088
173 H -28.83599 16.15622 15.19729  C164 1.069
174 H -27.24785 14.20955 17.41224  C165 1.089
175 H -27.16980 15.86108 16.86725  C165 1.056
176 H -25.83874 14.88481 16.37546  C165 1.080
177 C -34.79572 7.19546 6.37326  C178 1.585, H189 1.102, H190 1.099, H191 1.086
178 C -35.06533 5.83411 7.13918  C177 1.585, C179 1.556, H192 1.032, H193 1.046
179 C -34.26256 5.75857 8.47045  C178 1.556, C180 1.543, H194 1.089, H195 1.071
180 C -34.27359 4.36775 9.13948  C179 1.543, N181 1.476, H196 1.093, H197 1.078
181 N -34.06397 4.37589 10.60048  C180 1.476, C182 1.525, C185 1.565, C186 1.553
182 C -34.16108 2.96459 11.17046  N181 1.525, C183 1.496, H198 1.099, H199 1.114
183 C -34.99485 2.95947 12.41253  C182 1.496, C184 1.540, H200 1.098, H201 1.066
184 C -36.01211 4.08466 12.14803  C183 1.540, C185 1.484, H202 1.065, H203 1.131
185 C -35.26849 5.06789 11.32175  N181 1.565, C184 1.484, H204 1.091, H205 1.109
186 C -32.67037 4.94593 10.98169  N181 1.553, C187 1.553, H206 1.079, H207 1.061
187 C -32.18899 4.99126 12.45752  C186 1.553, C188 1.492, H208 1.059, H209 1.110
188 C -30.81064 5.55839 12.38439  C187 1.492, H210 1.068, H211 1.135, H212 1.105
189 H -33.79503 7.05821 5.93291  C177 1.102
190 H -34.73161 8.00034 7.11889  C177 1.099
191 H -35.61174 7.51722 5.73347  C177 1.086
192 H -34.84330 5.03422 6.52667  C178 1.032
193 H -36.08410 5.68741 7.32763  C178 1.046
194 H -34.58819 6.52057 9.17693  C179 1.089
195 H -33.22160 5.97479 8.34095  C179 1.071
196 H -33.42417 3.82810 8.71408  C180 1.093
197 H -35.20015 3.87992 8.88238  C180 1.078
198 H -33.11217 2.65347 11.27779  C182 1.099
199 H -34.56278 2.30918 10.36374  C182 1.114
200 H -34.38086 3.10346 13.31126  C183 1.098
201 H -35.43769 1.99985 12.54880  C183 1.066
202 H -36.41727 4.50872 13.03722  C184 1.065
203 H -36.95818 3.69547 11.66610  C184 1.131
204 H -34.78309 5.91124 11.81438  C185 1.091
205 H -35.80965 5.56926 10.49387  C185 1.109
206 H -32.67567 5.97976 10.67229  C186 1.079
207 H -32.01395 4.45393 10.30913  C186 1.061
208 H -32.20122 4.02738 12.89651  C187 1.059
209 H -32.85375 5.63234 13.07328  C187 1.110
210 H -30.04444 5.01674 11.87402  C188 1.068
211 H -30.30993 5.81918 13.36900  C188 1.135
212 H -30.77490 6.50935 11.82316  C188 1.105
213 C -27.43282 9.60380 4.20374  C214 1.457, H226 1.044, H227 1.088
214 C -27.55445 9.28169 2.78812  C213 1.457, C215 1.620, H228 1.164, H229 0.995
215 C -29.03826 9.10127 2.16377  C214 1.620, C216 1.581, H230 1.063, H231 1.105
216 C -29.05292 8.42960 0.73223  C215 1.581, N217 1.589, H232 1.156, H233 1.102
217 N -30.31078 8.57525 -0.22696  C216 1.589, C218 1.535, C221 1.541, C222 1.546
218 C -31.45429 7.69058 0.28864  N217 1.535, C219 1.475, H234 1.083, H235 1.099
219 C -32.12726 7.21098 -0.93369  C218 1.475, C220 1.412, H236 1.090, H237 1.145
220 C -31.43287 7.57599 -2.10798  C219 1.412, C221 1.506, H238 1.072
221 C -30.11385 8.18037 -1.70351  N217 1.541, C220 1.506, H240 1.120, H241 1.129
222 C -30.85297 10.02272 -0.21547  N217 1.546, C223 1.551, H242 1.091, H243 1.164
223 C -29.75572 11.00565 -0.70082  C222 1.551, C224 1.573, H244 1.146, H245 1.054
224 C -30.40137 12.43667 -0.79411  C223 1.573, H246 1.088, H247 1.113, H248 1.078
225 H -26.26440 8.65565 4.18222  no bonds
226 H -28.09368 9.42804 4.99210  C213 1.044
227 H -26.63779 10.30516 4.44630  C213 1.088
228 H -27.39317 8.13674 2.65152  C214 1.164
229 H -27.08550 9.84327 2.11315  C214 0.995
230 H -29.32481 10.11285 2.00801  C215 1.063
231 H -29.76085 8.50291 2.74801  C215 1.105
232 H -28.93195 7.28025 0.76507  C216 1.156
233 H -28.15841 8.70766 0.15236  C216 1.102
234 H -32.02279 8.37723 0.90328  C218 1.083
235 H -30.95102 6.88362 0.84001  C218 1.099
236 H -33.17383 7.49567 -1.04474  C219 1.090
237 H -32.06117 6.08746 -1.14677  C219 1.145
238 H -31.66455 7.26587 -3.10806  C220 1.072
239 H -29.10443 3.87144 -2.40400  no bonds
240 H -29.59682 8.94517 -2.33793  C221 1.120
241 H -29.45041 7.30945 -1.42848  C221 1.129
242 H -31.13431 10.26494 0.81090  C222 1.091
243 H -31.75562 10.02747 -0.95018  C222 1.164
244 H -29.53024 10.73581 -1.79116  C223 1.146
245 H -28.91233 11.01553 -0.06808  C223 1.054
246 H -30.88707 12.43788 -1.76809  C224 1.088
247 H -29.60741 13.20623 -0.66888  C224 1.113
248 H -31.09052 12.53334 0.02967  C224 1.078
249 C -16.25899 25.86413 9.89567  C250 1.524, H261 1.032, H262 1.078, H263 1.055
250 C -17.50628 25.31476 10.57769  C249 1.524, C251 1.520, H264 1.056, H265 1.131
251 C -18.03969 26.04233 11.80077  C250 1.520, C252 1.538, H266 1.099, H267 1.092
252 C -17.28871 25.59852 13.06798  C251 1.538, N253 1.459, H268 1.106, H269 1.166
253 N -17.56544 26.47382 14.20220  C252 1.459, C257 1.482, C258 1.311
254 C -17.19273 29.62120 13.45770  C255 1.428, H270 1.106, H271 1.145
255 C -16.09894 28.70940 13.34724  C254 1.428, C256 1.490, H272 1.141, H273 1.067
256 C -15.57519 27.95286 14.51972  C255 1.490, C257 1.575, H274 1.101, H275 1.074
257 C -16.41162 26.74678 15.09098  N253 1.482, C256 1.575, H276 1.103, H277 1.082
258 C -18.68382 27.13686 14.36910  N253 1.311, H278 1.073, H279 1.069
259 C -19.50677 22.81731 16.24497  C260 1.388, H280 1.082, H281 1.110
260 C -20.35379 23.91435 16.16401  C259 1.388, H283 1.153, H284 1.098
261 H -16.10102 25.56613 8.91987  C249 1.032
262 H -15.28167 25.86059 10.35007  C249 1.078
263 H -16.45172 26.83975 9.54291  C249 1.055
264 H -17.29580 24.31791 10.85562  C250 1.056
265 H -18.37891 25.32057 9.85783  C250 1.131
266 H -19.09491 25.73858 11.75335  C251 1.099
267 H -17.98729 27.09340 11.51092  C251 1.092
268 H -16.20630 25.68085 12.85586  C252 1.106
269 H -17.57513 24.47727 13.20999  C252 1.166
270 H -17.39970 30.04677 14.45687  C254 1.106
271 H -17.73847 29.95535 12.50830  C254 1.145
272 H -15.34842 29.56846 13.32287  C255 1.141
273 H -16.03289 28.33664 12.35014  C255 1.067
274 H -15.45331 28.59102 15.40879  C256 1.101
275 H -14.58481 27.55572 14.39623  C256 1.074
276 H -16.88780 26.97630 16.05913  C257 1.103
277 H -15.70004 25.93386 15.15372  C257 1.082
278 H -19.60282 26.97628 13.83942  C258 1.073
279 H -18.67759 27.84477 15.17073  C258 1.069
280 H -18.63806 22.77969 16.88968  C259 1.082
281 H -19.49922 21.79136 15.82211  C259 1.110
282 H -21.27151 19.23779 17.85953  no bonds
283 H -21.28567 23.94431 15.48550  C260 1.153
284 H -20.11185 24.88462 16.61675  C260 1.098